[1]
The following is a DFT calculation (ωB97M-V/def2-TZVPD) of one molecule with the formula C22H30N2O2.

The geometry in XYZ format:
```
56
Properties=species:S:1:pos:R:3:forces:R:3
H -2.1795 0.0036 0.7163 0.011 -0.026 0.057
H -2.6229 1.7272 -3.0157 0.007 0.010 0.073
H 2.4143 -3.7225 3.9818 -0.065 0.035 -0.111
H 2.4792 -0.4907 1.8479 0.100 0.031 -0.060
C -2.3136 1.0798 0.8349 -0.146 -0.032 -0.135
C 1.5520 -2.8739 -3.1471 0.000 0.021 -0.102
H -2.2810 1.2997 1.9046 0.054 -0.022 0.090
C -3.6628 1.5106 0.2623 -0.210 -0.084 0.143
C 4.2384 -1.5902 2.3988 0.121 0.180 -0.285
H 1.9790 -4.9441 -2.8099 0.017 -0.086 -0.024
H 1.6109 -2.2588 3.3571 0.067 -0.091 -0.005
C 1.9054 -3.9621 -2.3666 -0.028 0.000 -0.059
H 3.3500 -4.1540 1.7066 -0.118 -0.052 0.019
H 1.5677 -4.0626 1.6683 0.046 -0.039 0.040
C -2.7779 3.4555 -1.7350 0.024 -0.038 0.041
O 3.6741 -2.2133 3.5340 0.032 0.000 0.120
H -0.5765 3.8826 -0.1741 0.093 0.019 0.000
H 4.7692 -0.7058 2.7617 -0.027 -0.057 -0.112
C -3.8503 3.0122 0.4736 0.022 -0.030 -0.028
H -4.6804 1.4868 -1.6436 -0.054 -0.022 -0.036
H 0.9678 2.0622 0.3178 0.019 0.057 0.004
H 0.1440 1.5383 1.7987 0.073 -0.006 0.004
H -1.9896 4.0048 -2.2560 0.015 0.049 -0.051
C 3.1796 -1.1910 1.3719 0.245 0.133 0.219
H 1.0938 -0.7840 -3.1286 -0.072 0.080 -0.024
C 2.4820 -3.4860 1.8273 0.049 -0.024 0.194
O 0.0601 -0.9684 1.0586 -0.179 -0.170 0.071
H -1.1173 0.4427 -1.5382 0.060 -0.058 -0.042
H -3.8328 3.2431 1.5411 -0.040 0.025 0.060
N 2.5105 -2.3807 0.8971 0.070 -0.014 0.146
C -1.2438 1.5157 -1.3750 -0.219 0.043 0.030
H 2.4995 -4.6545 -0.4488 0.066 -0.071 0.088
C 1.6665 -1.4649 -1.1926 -0.069 -0.174 -0.014
H 3.6625 -0.6819 0.5335 -0.009 -0.017 0.125
H -3.5895 0.1209 -1.3874 -0.036 -0.064 -0.031
C 1.4214 -1.6359 -2.5475 0.060 -0.089 0.023
H -3.7367 3.7734 -2.1503 -0.033 0.043 -0.048
C -2.7293 3.7654 -0.2400 -0.041 0.309 0.040
C -3.7117 1.1950 -1.2313 0.041 0.012 0.031
C 2.4810 -2.9201 3.2432 -0.239 -0.212 -0.042
H -4.8190 3.3273 0.0788 -0.065 0.039 0.017
C 2.1276 -2.5414 -0.4103 0.026 0.067 -0.207
H 1.3544 -2.9912 -4.2011 -0.026 -0.010 -0.090
H -4.4626 0.9666 0.7766 0.053 0.024 -0.024
H -2.8559 4.8433 -0.0859 0.014 -0.071 -0.007
H 1.5241 0.5925 -1.2260 -0.013 -0.037 0.189
H 4.9699 -2.2640 1.9262 -0.068 0.105 0.038
C 0.5132 -0.0408 0.4236 0.043 0.520 0.124
C -1.3777 3.3319 0.3265 -0.112 -0.058 -0.077
C -2.5936 1.9536 -1.9434 -0.010 -0.042 -0.322
C -1.1811 1.8251 0.1244 0.388 -0.056 0.174
C 0.1850 1.4122 0.7150 -0.295 -0.070 -0.016
C 2.1919 -3.7983 -1.0275 -0.044 0.016 0.078
N 1.3803 -0.2020 -0.6193 0.229 -0.006 -0.330
H -0.4394 2.0416 -1.8988 0.115 0.004 -0.039
H -1.3303 3.5696 1.3918 0.058 0.008 0.087
```
Forces are in eV/Å.

Calculated values
energy	-30377.3334	eV
SMILES string	O=C(C[C@]12C[C@H]3C[C@H](C[C@H](C3)C1)C2)Nc1ccccc1N1CCOCC1
spin multiplicity	1
energy relative to the best compared isomer or geometry (same formula, charge and spin)	13.9	kcal/mol
frontier orbital gap	0.3003	hartree
F_max	0.54	eV Å⁻¹

---

[2]
The following is a DFT calculation (ωB97M-V/def2-TZVPD) of one molecule with the formula C22H30N2O2S.

The geometry in XYZ format:
```
57
Properties=species:S:1:pos:R:3:forces:R:3
C -0.9546 -1.3877 -1.9483 -0.310 0.236 0.044
H -1.6861 -0.7589 1.3581 -0.029 -0.055 0.154
C -5.2184 -0.0809 1.0145 0.071 -0.045 0.146
C -0.0624 1.2965 0.6024 0.124 0.130 -0.091
H 1.3015 2.4058 -2.7453 0.058 0.132 -0.037
H 2.2677 -3.2841 1.1113 0.013 0.053 0.086
H -2.5397 -1.0698 -3.3899 0.073 0.118 0.033
C 0.9346 3.0234 -0.7117 -0.056 -0.041 -0.001
H 0.3212 -2.8795 -0.2198 -0.034 -0.052 -0.054
H 0.2427 -2.0188 2.0620 -0.053 0.216 -0.049
C 3.7817 -1.0127 0.3906 0.061 0.067 -0.202
H 1.4381 -1.6089 -0.7199 0.000 -0.060 -0.020
H 4.0624 1.7368 -1.4934 0.006 0.188 -0.084
H -1.9253 -2.2645 0.4724 0.006 -0.037 0.102
H 4.2805 -2.4698 1.8706 -0.011 0.131 0.093
H 1.2665 -0.6360 1.6247 -0.039 0.012 0.044
H 3.3675 3.0543 0.3356 0.058 -0.027 0.055
C -1.8205 -1.1815 0.3634 -0.087 0.170 -0.349
C -3.3295 0.8757 -0.0708 0.106 -0.021 0.015
H 4.5198 -0.3564 -2.9821 0.053 0.079 -0.230
H -2.3860 1.4086 0.0135 -0.101 0.069 -0.091
C -2.2518 -0.7234 -2.3945 0.345 -0.100 -0.253
O 3.4447 1.1824 1.2328 -0.094 -0.365 -0.151
C 3.7430 0.3426 0.1952 0.067 -0.453 0.259
H -1.1007 -2.4695 -1.9579 0.009 -0.056 0.035
C -4.3366 -1.2558 0.5939 -0.019 0.138 -0.165
H -3.9633 -1.7785 1.4745 0.035 -0.054 0.044
H -5.9395 0.1482 0.2294 -0.077 0.024 -0.018
N 2.2278 -2.4663 1.7114 -0.010 -0.402 -0.030
O -3.3261 -1.0753 -1.5542 -0.177 -0.190 0.075
C -4.2263 1.0688 1.1470 -0.085 0.022 -0.141
C 1.0438 -1.6793 1.3956 -0.181 -0.174 -0.093
C 3.4868 -1.7456 1.6646 0.073 0.008 0.058
H 1.3177 4.0257 -0.8340 0.035 0.060 -0.033
N 0.4275 0.9095 -1.6840 -0.060 -0.241 -0.175
C -0.5856 -0.9449 -0.5217 0.043 -0.507 -0.099
H 3.7071 2.9758 2.0809 0.030 0.050 -0.068
H -2.1191 0.3668 -2.4260 -0.050 -0.034 -0.047
H 0.4534 3.2269 1.3727 -0.003 0.042 0.065
C 0.5960 -1.8324 -0.0617 -0.016 0.256 0.181
H -0.1531 -1.1267 -2.6361 0.004 -0.099 -0.002
C 0.4439 2.5802 0.5067 -0.012 -0.085 -0.047
H -5.7617 -0.2818 1.9368 -0.112 0.010 -0.013
H -0.4485 0.9464 1.5463 -0.070 -0.064 0.066
C -0.0770 0.4834 -0.5324 -0.004 0.153 0.190
C 3.9044 2.5086 1.1172 0.099 0.239 -0.010
C 0.9145 2.1323 -1.7711 0.130 0.401 0.009
H 4.9789 2.5409 0.9097 -0.035 -0.009 0.017
H -3.6458 0.9592 2.0653 0.026 0.024 0.108
H 3.4728 -1.0024 2.4684 0.154 -0.115 -0.050
C -3.1538 -0.6566 -0.2084 -0.012 -0.057 0.353
H -4.7065 2.0466 1.1578 0.036 0.063 0.087
C 4.2825 -0.3478 -1.9376 -0.035 -0.330 0.144
S 4.1666 -1.8341 -1.0875 -0.012 0.528 0.303
C 4.0395 0.7218 -1.1416 0.010 0.171 -0.133
H -4.8664 -1.9696 -0.0336 0.052 -0.115 0.021
H -3.8507 1.2324 -0.9616 0.007 0.000 -0.050
```
Forces are in eV/Å.

Calculated values
energy	-41210.8958	eV
SMILES string	COc1ccsc1CNCC[C@@]1(c2ccccn2)CCOC2(CCCC2)C1
spin multiplicity	1
energy relative to the best compared isomer or geometry (same formula, charge and spin)	61.4	kcal/mol
frontier orbital gap	0.3257	hartree
F_max	0.61	eV Å⁻¹

---

[3]
The following is a DFT calculation (ωB97M-V/def2-TZVPD) of one molecule with the formula C22H30N2O6 in a non-equilibrium geometry.

The geometry in XYZ format:
```
60
Properties=species:S:1:pos:R:3:forces:R:3
C -0.2856 4.9369 -2.2102 0.129 -0.311 -0.023
O -1.8132 7.5229 0.5750 0.205 -0.538 0.102
C -2.6948 -5.0652 1.3396 -0.162 0.206 0.136
H 1.4424 1.7425 1.2779 -0.129 -0.063 0.010
H 0.6437 -2.1749 -1.4904 -0.100 -0.028 -0.035
H -2.3087 -4.1647 -1.2385 -0.049 0.047 -0.002
H -3.1812 8.8280 -0.2440 0.241 -0.133 -0.030
C -3.6924 -4.3792 0.4093 0.338 0.028 -0.134
O 2.8379 -2.6385 -0.3439 0.046 0.238 -0.258
H 0.1019 -2.3642 2.4394 -0.038 0.065 0.016
C 0.9141 -1.6259 0.5982 -0.032 -0.139 0.255
H -3.6113 -2.9447 -1.2248 0.063 -0.109 -0.025
H 4.7007 -3.1669 1.5719 0.024 -0.014 0.080
H 0.1040 4.2856 -2.9731 0.000 -0.004 -0.006
H -4.2980 -5.1133 -0.1233 -0.073 0.009 -0.028
H -2.0871 -5.7697 0.7659 0.014 -0.079 0.004
H 5.4078 -2.1949 0.2705 0.078 0.071 -0.021
C -2.1014 8.6082 -0.2815 -0.518 1.122 0.305
C 3.9009 -3.5932 -0.3785 0.379 -0.383 0.165
C -1.2291 7.0023 -1.5441 0.043 -0.298 0.418
C 1.9487 -2.7493 0.6443 -0.381 0.179 0.131
O -1.7305 8.2825 -1.6010 0.167 -0.249 -0.341
H -0.4970 -3.8288 0.2589 -0.049 0.018 0.004
H -2.3771 -3.3546 2.6125 0.024 0.076 0.079
C -1.2809 6.5468 -0.2275 0.067 0.102 -0.587
N 0.1070 3.2105 -0.5187 0.064 -0.372 0.489
N 0.9708 1.0712 -0.6470 0.090 -0.191 0.105
C 0.5605 2.1863 -1.3234 0.059 0.031 0.261
C 5.0427 -3.1832 0.5399 -0.385 0.027 -0.164
H 2.3341 -0.3311 -1.4178 -0.071 0.012 -0.084
C -1.7869 -4.0112 1.9697 0.091 -0.115 -0.435
C -0.3370 4.4772 -0.8993 -0.107 0.413 -0.400
H 4.2231 -3.6210 -1.4213 -0.079 -0.018 0.115
H -0.1228 0.8937 1.1468 0.051 0.069 0.059
H 5.8561 -3.8974 0.4506 0.119 -0.067 0.007
C -0.2799 -2.0379 1.4712 0.124 -0.309 -0.293
H 3.5084 -4.5707 -0.0803 0.056 0.139 -0.140
H -1.0088 -4.4847 2.5685 0.055 0.050 0.068
H -0.9395 -1.1833 1.6222 -0.033 0.080 0.041
H -1.5412 9.4971 0.0518 -0.060 -0.254 -0.084
C 0.4879 -1.3082 -0.8489 0.140 0.177 -0.117
C -0.7337 6.2098 -2.5494 -0.237 0.464 0.331
H -4.3556 -3.7380 0.9928 -0.079 0.017 -0.018
H -3.2195 -5.6255 2.1154 0.040 -0.084 -0.028
H 0.9507 0.0805 -2.4445 0.118 -0.076 0.161
H -0.5774 -1.0765 -0.8557 0.052 -0.006 -0.062
H 0.0098 3.0246 0.4663 0.057 -0.077 -0.146
C 1.6076 -0.3873 1.2064 -0.112 0.111 -0.046
H 1.6022 -0.4635 2.2950 0.038 0.009 0.009
C -2.9276 -3.5184 -0.5950 -0.410 -0.179 -0.104
O 0.6160 2.2516 -2.5358 -0.078 0.198 -0.420
H -0.6931 6.5602 -3.5665 0.012 0.038 -0.154
C 0.9185 0.9095 0.7918 0.014 0.104 0.267
H -0.8920 4.9600 1.1465 -0.008 -0.059 0.158
H 2.6474 -0.3490 0.8788 0.043 0.043 0.042
C -1.1283 -3.1652 0.8739 0.138 0.053 0.600
C -0.8441 5.2961 0.1230 -0.088 0.216 -0.014
C 1.2591 -0.1240 -1.4175 -0.021 -0.222 -0.413
O 1.9843 -3.6134 1.4819 0.086 -0.172 0.098
O -2.1122 -2.5664 0.0460 0.040 0.140 0.095
```
Forces are in eV/Å.

Calculated values
energy	-38566.8440	eV
SMILES string	CCOC(=O)C1(C[C@H]2CCCCO2)CCN(C(=O)Nc2ccc3c(c2)OCO3)CC1
spin multiplicity	1
energy relative to the best compared isomer or geometry (same formula, charge and spin)	31.4	kcal/mol
frontier orbital gap	0.2978	hartree
F_max	1.27	eV Å⁻¹

---

[4]
The following is a DFT calculation (ωB97M-V/def2-TZVPD) of C22H30N2P2Rh as an isolated structure in a non-equilibrium geometry.

The geometry in XYZ format:
```
57
Properties=species:S:1:pos:R:3:forces:R:3
C 1.6676 -0.2546 -1.7789 -0.173 0.163 -0.154
P 0.1092 -2.1814 0.4610 0.304 -2.227 -0.214
C -2.3567 0.8253 -1.6475 -0.141 -0.277 0.191
H 1.3865 -4.1500 1.2034 -0.045 0.392 0.181
C 1.8021 -1.6698 -1.7459 0.416 -0.053 0.157
H -2.8267 2.4650 1.8158 0.094 -0.001 -0.418
H 1.0111 -3.0226 2.5625 0.106 -0.034 -0.388
C -1.4240 -3.1961 0.6336 0.210 -0.188 -0.175
H -4.6337 0.3254 0.4951 0.385 -0.217 0.103
C 2.7028 0.5365 -2.3311 0.227 -0.120 -0.024
P -2.2125 0.7302 0.2043 -1.420 1.139 -0.185
H -1.8779 -3.0074 1.6202 0.187 -0.080 -0.360
C 1.0395 2.3668 -2.5485 -0.163 0.176 -0.111
H -3.5301 2.8304 0.1960 0.282 -0.140 0.263
C -0.5218 -0.3427 6.2441 0.204 0.128 -0.429
H 0.8606 -3.5915 -1.3991 -0.079 0.429 -0.051
H -1.4811 0.0725 6.0153 -0.667 0.154 -0.003
C 0.2465 0.1619 3.9384 -1.296 -0.873 -7.613
H 1.5030 -0.0580 5.6449 0.748 -0.170 -0.144
H 3.0996 -3.3443 -2.1735 -0.069 0.475 -0.031
H -2.1401 -2.9006 -0.1500 0.225 -0.123 0.287
H -0.2570 -2.2758 -1.8931 0.377 -0.183 0.163
N 0.0000 0.0000 2.7124 1.474 1.304 11.884
H -2.1685 -0.2048 -2.0074 -0.151 0.435 0.036
H 3.1638 2.5661 -2.9671 -0.282 -0.230 0.258
C 0.0693 1.4945 -1.9842 0.338 0.069 -0.223
C -0.7286 3.7957 -3.4266 0.188 -0.349 0.210
H 1.5891 -0.3238 0.9117 1.340 0.075 -0.069
H -0.5218 -1.3880 6.0153 -0.124 -0.675 -0.004
C 0.5438 0.3572 5.4162 -0.852 -0.548 -1.430
H -3.3713 1.1343 -1.9548 0.407 -0.133 0.132
Rh 0.0000 0.0000 0.7124 -0.905 0.609 0.661
C -1.3134 1.7732 -2.1792 0.123 0.366 0.067
H -2.7548 3.1479 -3.0116 0.465 -0.104 0.045
H -3.7158 -1.2012 0.2475 -0.032 0.344 0.201
H -3.6531 -0.3790 1.8332 -0.037 0.081 -0.419
H -1.1973 -4.2722 0.5309 -0.182 0.386 0.056
H 2.2988 -2.5996 1.3924 -0.367 -0.213 0.060
C 4.0258 -1.4670 -2.7389 -0.324 0.260 0.121
C -2.6398 2.4521 0.7291 -0.034 -0.013 -0.197
H 4.9437 -1.9390 -3.1039 -0.401 0.212 0.147
C 2.4904 2.0327 -2.2755 0.115 0.082 -0.154
C 0.6335 3.4942 -3.2715 0.030 -0.113 0.274
C -1.6873 2.9364 -2.8753 0.153 -0.340 0.117
H 0.5438 1.4024 5.6450 0.148 0.750 -0.132
C 1.3192 -3.0904 1.5062 -0.025 -0.006 -0.198
H 4.6656 0.5486 -3.2334 -0.352 -0.269 0.181
H -1.0398 4.6877 -3.9798 0.141 -0.399 0.226
H -1.7810 3.1072 0.5065 -0.372 -0.233 0.122
H 1.3957 4.1548 -3.7018 -0.331 -0.285 0.187
N 0.4968 0.3474 -1.2869 0.902 0.643 -3.691
C 2.9943 -2.2531 -2.2051 -0.395 0.219 0.057
C 0.6404 -2.5146 -1.2896 -0.276 -0.294 0.192
H 2.7420 2.3789 -1.2473 -0.108 -0.158 -0.465
C -3.7049 -0.2176 0.7434 0.085 -0.010 -0.151
C 3.8668 -0.0748 -2.8142 -0.178 0.095 0.233
H -0.3126 -0.2053 7.2844 0.106 0.072 0.623
```
Forces are in eV/Å.

Calculated values
net charge	+1
energy	-47857.9292	eV
spin multiplicity	5
<S²>	6.050
frontier orbital gap (spin up / spin down)	0.2227 / 0.2166	hartree
F_max	12.05	eV Å⁻¹

---

- The highest F_max belongs to which entry?
  C22H30N2P2Rh

---

- The lowest energy belongs to which entry?
  C22H30N2P2Rh

---

- Which of these has the highest energy?
  C22H30N2O2